C17H8F5IrN4O9 | the ωB97M-V functional and the def2-TZVPD basis

```
! RIJCOSX wB97M-V def2-TZVPD def2/J DEFGRID3
* xyz 1 2
Ir 0.2421 0.1275 0.2993
O 5.9516 -1.5538 0.9048
C 5.3312 -2.3629 0.0542
O 5.8680 -3.2879 -0.4810
C 3.8877 -2.0878 -0.2357
C 3.1218 -2.8505 -1.1000
N 1.8864 -2.3286 -1.1180
N 1.8018 -1.2696 -0.3212
C 2.9982 -1.1142 0.2182
C 3.0523 0.0167 1.1417
O 4.0136 0.3762 1.7599
O 1.8600 0.6188 1.2164
H 5.3840 -0.8459 1.2614
H 3.3995 -3.7141 -1.6816
H 1.0820 -2.6309 -1.6449
C 1.5581 2.8830 2.9191
C 0.2154 2.7040 2.2966
N -0.3012 1.8317 1.4136
C -1.6202 2.1914 1.2269
C -1.9230 3.2719 1.9793
N -0.7631 3.5649 2.6307
C -3.1337 4.1152 2.2206
O -4.2341 3.7894 1.5735
O -3.0362 5.0341 2.9847
C -2.3907 1.3880 0.2974
O -3.5520 1.5580 0.0289
O -1.6382 0.4321 -0.2286
H 2.2792 2.1508 2.5993
H 1.4535 2.8278 4.0035
H 1.9300 3.8779 2.6702
H -0.6874 4.3411 3.2781
H -4.1172 3.0057 0.9910
F -4.4417 -3.0575 -4.3834
C -3.5015 -2.6104 -3.5896
C -3.6120 -2.8113 -2.2152
F -4.6641 -3.4522 -1.7386
C -2.6170 -2.3517 -1.3865
F -2.6816 -2.5404 -0.0845
C -1.4611 -1.7030 -1.9066
O -0.4967 -1.3445 -1.1377
C -1.3993 -1.5085 -3.3154
F -0.3224 -0.9181 -3.8059
C -2.3959 -1.9569 -4.1423
F -2.3263 -1.8057 -5.4527
*
```

Results
Expectation value of S²: 0.76
Maximum force, eV/A: 2.8
E_tot, eV: -58563.5425


C41H28ClNO15 | the ωB97M-V functional and the def2-TZVPD basis

```
! RIJCOSX wB97M-V def2-TZVPD def2/J DEFGRID3
* xyz 0 1
N -2.1851 -1.4601 4.5360
C -3.1470 -1.4541 3.3885
C -4.6195 -0.9472 3.7309
C -5.6934 -1.7741 4.1735
Cl -5.6871 -3.5442 4.4860
C -6.8831 -0.7263 4.2878
O -8.0150 -1.2193 4.3519
O -6.4610 0.6226 4.2541
C -5.1762 0.5505 3.5968
O -4.6728 1.5425 2.9990
H -1.2689 -1.1924 4.1160
H -2.4504 -0.7973 5.2786
H -3.2587 -2.5340 3.0169
H -2.7387 -0.7932 2.5375
C -2.2505 2.8713 8.1022
C -2.9521 4.0043 8.0598
C -3.7852 4.3457 6.8858
O -4.4231 5.3793 6.8439
C -3.8100 3.3815 5.7637
C -3.1086 2.2485 5.8095
C -2.2798 1.9107 6.9794
O -1.6428 0.8747 7.0165
H -1.6339 2.6041 8.9514
H -2.9445 4.7200 8.8725
H -4.4239 3.6466 4.9116
H -3.1169 1.5356 4.9946
C 0.7316 1.8711 5.0818
C 0.9493 3.1042 4.6226
C 1.4076 3.3358 3.2361
O 1.6091 4.4602 2.8167
C 1.6116 2.1484 2.3789
C 1.3924 0.9163 2.8391
C 0.9348 0.6863 4.2250
O 0.7295 -0.4361 4.6432
H 0.3966 1.6820 6.0933
H 0.8027 3.9841 5.2370
H 1.9457 2.3359 1.3654
H 1.5364 0.0359 2.2250
C -1.1855 2.3587 -0.5185
C -0.8815 3.0836 -1.5955
C -0.3078 2.4570 -2.8051
O -0.0282 3.1188 -3.7875
C -0.0860 0.9956 -2.7753
C -0.3899 0.2697 -1.6988
C -0.9638 0.8974 -0.4888
O -1.2435 0.2358 0.4943
H -1.6055 2.8016 0.3762
H -1.0384 4.1544 -1.6336
H 0.3343 0.5533 -3.6700
H -0.2327 -0.8012 -1.6611
C 2.2203 6.3461 -0.1433
C 2.4392 7.5780 -0.6047
C 2.8961 7.8076 -1.9921
O 3.0978 8.9304 -2.4130
C 3.0992 6.6191 -2.8485
C 2.8804 5.3874 -2.3875
C 2.4238 5.1582 -1.0001
O 2.2219 4.0343 -0.5790
H 1.8862 6.1589 0.8700
H 2.2945 8.4587 0.0085
H 3.4329 6.8056 -3.8615
H 3.0247 4.5066 -3.0009
C 1.1005 -2.8181 -5.9656
C 0.6834 -2.3575 -4.7862
C 1.3119 -2.8019 -3.5234
O 0.9298 -2.3829 -2.4456
C 2.4206 -3.7747 -3.6189
C 2.8384 -4.2359 -4.7985
C 2.2102 -3.7914 -6.0612
O 2.5916 -4.2098 -7.1383
H 0.6517 -2.5043 -6.8998
H -0.1271 -1.6443 -4.6985
H 2.8691 -4.0883 -2.6846
H 3.6487 -4.9495 -4.8862
C 4.4924 -9.2231 -6.6612
C 3.9583 -10.0823 -7.5296
C 2.6881 -9.7807 -8.2242
O 2.1995 -10.5646 -9.0147
C 2.0346 -8.4897 -7.9198
C 2.5687 -7.6306 -7.0514
C 3.8388 -7.9322 -6.3571
O 4.3289 -7.1479 -5.5654
H 5.4210 -9.4277 -6.1432
H 4.4241 -11.0312 -7.7643
H 1.1060 -8.2851 -8.4378
H 2.1032 -6.6820 -6.8170
*
```

Results
SMILES: NCC1=C(Cl)C(=O)OC1=O.O=C1C=CC(=O)C=C1.O=C1C=CC(=O)C=C1.O=C1C=CC(=O)C=C1.O=C1C=CC(=O)C=C1.O=C1C=CC(=O)C=C1.O=C1C=CC(=O)C=C1
Maximum force, eV/A: 6.0
E_tot, eV: -87687.2189


C10H28N6O14 | the ωB97M-V functional and the def2-TZVPD basis

```
! RIJCOSX wB97M-V def2-TZVPD def2/J DEFGRID3
* xyz 0 1
C -1.9935 -1.8977 -3.6427
N -2.7657 -0.6511 -3.3646
O -2.1407 0.3545 -3.0745
O -3.9695 -0.7179 -3.4420
H -2.3608 -2.6583 -2.9633
H -0.9459 -1.7070 -3.4480
H -2.1483 -2.1338 -4.6908
C -4.6912 3.4674 2.6159
N -3.8400 2.2761 2.4004
O -4.3823 1.1943 2.3725
O -2.6462 2.4650 2.2594
H -4.0460 4.2882 2.8962
H -5.4349 3.2291 3.3676
H -5.1992 3.6769 1.6766
C 2.1242 0.5208 4.8706
N 1.8173 1.4518 3.7489
O 0.9360 1.1195 2.9748
O 2.4770 2.4553 3.6638
H 2.1346 -0.4736 4.4335
H 1.3529 0.6037 5.6270
H 3.1031 0.7796 5.2516
C 1.5588 -4.0019 -0.8608
N 0.8069 -4.2991 -2.1061
O 0.2460 -5.3714 -2.1540
O 0.8145 -3.4701 -2.9962
H 2.1020 -3.0769 -1.0152
H 2.2284 -4.8146 -0.6100
H 0.7954 -3.8772 -0.0964
C -2.7642 -1.3919 3.5828
N -3.2949 -2.3886 2.6242
O -4.4954 -2.4663 2.5109
O -2.4826 -3.0240 1.9793
H -2.4816 -0.5169 3.0019
H -1.8785 -1.7897 4.0716
H -3.5122 -1.1506 4.3266
C -0.8360 0.2953 0.3682
N -1.3406 -0.9182 -0.3124
O -0.5283 -1.7869 -0.5796
O -2.5290 -1.0023 -0.5128
H -0.5956 0.0081 1.3869
H -1.5409 1.1075 0.2761
H 0.1081 0.5566 -0.1084
C 5.7377 2.4707 -1.8850
O 4.5768 2.3524 -2.6854
C 3.4098 2.3351 -1.9109
C 2.2088 2.0834 -2.8050
O 2.2462 0.8164 -3.4269
C 1.5993 -0.1815 -2.6945
H 6.5878 2.4076 -2.5573
H 5.7834 1.6544 -1.1517
H 5.7520 3.4183 -1.3340
H 3.2894 3.3038 -1.4104
H 3.4539 1.4979 -1.1984
H 2.1092 2.8478 -3.5792
H 1.3096 2.1932 -2.1762
H 2.0334 -0.3614 -1.6998
H 1.6172 -1.1276 -3.2328
H 0.5241 0.0256 -2.5620
*
```

Results
SMILES: C[N+](=O)[O-].C[N+](=O)[O-].C[N+](=O)[O-].C[N+](=O)[O-].C[N+](=O)[O-].C[N+](=O)[O-].COCCOC
Maximum force, eV/A: 1.0
E_tot, eV: -48411.6214